[1]
38
Properties=species:S:1:pos:R:3:forces:R:3 method="wB97M-V/def2-TZVPD" charge=0 e_above_lowest_ev=0.435
Hf 0.0113 -0.2023 0.4130 -0.2024 1.9748 1.0729
S 1.7647 -1.5865 2.0199 0.4028 0.4352 0.0208
O 0.7059 -2.1335 1.0792 1.0952 -0.3530 0.8981
O 3.1223 -1.6656 1.5130 -1.3779 0.0699 0.6138
O 1.2633 -0.1829 2.2921 0.5148 -1.5371 0.0379
N -1.7561 0.3332 0.9353 2.5062 -0.5531 1.3117
C 0.4385 1.3332 -1.7173 -0.0610 0.2164 0.3703
C 1.9086 -4.9584 7.0091 -0.0375 -0.0706 0.1042
C 1.7838 -4.0696 5.8030 -0.0175 0.2135 -0.1623
C 2.7033 -2.2921 4.4330 -0.0108 -0.3464 0.2168
C 0.7123 -4.1932 4.9080 0.2019 -0.0125 0.2138
C 2.7592 -3.0932 5.5689 -0.0384 0.1383 -0.1143
C 1.6667 -2.4834 3.5233 -0.1352 -0.4314 0.1353
C 0.7789 2.0670 0.4456 0.6142 0.2876 -0.6961
C -0.6335 -1.5337 -1.3673 -0.8638 -0.1404 -0.4519
C 1.8786 1.2064 0.0841 0.7643 1.5039 -1.3219
C 1.6613 0.7693 -1.2651 0.6584 0.5417 0.5492
C 0.6445 -3.4078 3.7636 0.3469 0.2683 -0.0781
C -2.8164 -0.1476 -1.4590 0.4956 0.0224 0.7140
C -0.1120 2.1173 -0.6664 0.7775 0.3836 -0.1854
C -1.6503 -0.6466 -1.0233 -3.8653 -1.3969 -3.3281
H -0.7067 -2.5951 -1.1257 -0.1924 0.2722 0.5070
H 2.8236 1.1007 0.6264 -0.7020 -0.2263 -0.1131
H -0.0653 -4.9314 5.1106 0.1966 0.1986 -0.0984
H -0.1707 -3.5138 3.0545 0.1550 -0.0148 0.0658
H -2.3173 0.6874 1.7189 -0.9362 -0.5302 -1.1898
H -1.0289 2.7099 -0.7302 0.3602 -0.5045 0.1489
H 2.3916 0.2166 -1.8727 -0.5906 0.0974 0.4561
H 2.8423 -5.5323 6.9775 -0.1617 0.0873 -0.0341
H 0.0324 1.2509 -2.7336 0.0402 -0.2131 0.6964
H 3.4700 -1.5506 4.2398 -0.0279 -0.0984 -0.0327
H 1.9268 -4.3667 7.9319 -0.0472 -0.1024 -0.1492
H -3.3095 -0.4723 -2.3792 0.5157 -0.1444 0.1351
H 0.0029 -1.4034 -2.2486 -0.1915 0.6605 0.4690
H -3.3363 0.6165 -0.8858 0.1752 -0.1720 -0.2120
H 3.5839 -2.9696 6.2796 -0.3239 -0.0490 -0.2793
H 1.0758 -5.6626 7.0606 0.0932 0.0536 0.0632
H 0.7104 2.6615 1.3618 -0.1307 -0.5286 -0.3536

***

[2]
40
Properties=species:S:1:pos:R:3:forces:R:3 method="wB97M-V/def2-TZVPD" charge=0 smiles="CNCC1=CC(=O)C(P(C)O)=CC1=O.O=[N+]([O-])c1ccccc1"
P 1.5320 -3.7589 -0.8974 0.6866 -0.6694 0.7383
O -3.2445 1.5750 3.3288 0.4289 -0.0729 -0.2411
O -2.0828 1.4267 1.5125 -0.0552 0.0214 0.3348
O -0.1409 -2.2751 -3.4599 1.1590 1.7395 3.3425
O 2.2729 1.4799 -0.7450 -2.5280 -2.0166 -0.7397
O 3.2721 -3.8185 -0.8736 -2.0979 1.0976 -1.6529
N -2.2004 1.3826 2.7274 -0.5114 0.1308 -0.2269
N -1.1652 2.5399 -3.2586 -1.0139 0.3222 1.0755
C 0.2018 0.8721 2.8558 0.1645 -0.0415 -0.1535
C 0.0396 0.6503 5.6305 0.0576 0.0137 -0.2582
C -0.5510 -0.0875 -2.5162 2.5768 0.0777 2.2875
C -2.6549 2.4818 -3.2625 -0.4099 -0.1049 -0.9579
C -1.0071 1.0722 3.5111 0.6514 -0.1932 0.4916
C 1.0710 -4.9170 -2.3248 0.4557 0.5369 -1.8966
C 1.2522 0.4405 4.9803 -0.0270 0.0095 -0.0289
C 0.1452 -1.5317 -2.4845 -1.2956 -0.2857 -2.2584
C 1.4288 0.6064 -1.0370 1.5123 0.7378 0.7153
C 1.1534 -1.9589 -1.3252 0.8880 2.6019 -0.0846
C 1.7804 -0.8988 -0.6064 -2.2057 -1.3816 -1.9574
C -1.0972 0.9700 4.8969 -0.0734 -0.0043 0.1021
C 0.1005 0.9492 -1.8238 -1.8163 -1.7092 -0.6425
C -0.5796 2.4139 -1.8992 2.5243 -0.1572 -0.6286
C 1.3350 0.5553 3.5958 -0.1772 0.0108 0.1770
H -0.8288 3.3766 -3.7434 -0.3019 -0.4972 0.5703
H 2.2828 0.3943 3.0938 -0.1206 0.0443 0.0068
H 0.2926 3.1627 -1.8374 -1.2869 -1.0700 0.1866
H -3.0958 2.6858 -2.2349 0.4105 0.0657 -1.3047
H 2.5187 -1.1081 0.2396 -1.0090 0.5961 -1.4478
H 1.7613 -5.8309 -2.3138 -1.0866 1.2471 0.4492
H 0.2780 0.9562 1.7777 -0.1932 0.0350 0.1403
H -1.5181 0.0011 -3.0930 1.5535 -0.0877 0.6464
H 2.1368 0.1855 5.5553 -0.0946 0.0350 -0.0634
H -0.0296 -5.2154 -2.3264 1.5385 0.4092 0.3453
H 1.2552 -4.4165 -3.3457 -0.3145 -0.7152 1.4955
H -2.0362 1.1310 5.4138 0.0287 0.0057 -0.2516
H -1.2973 2.6295 -1.0460 0.8039 -0.5415 -0.9917
H -3.0092 3.2186 -4.0662 0.1552 -0.9624 1.4071
H -3.0624 1.4565 -3.5915 0.7230 1.3334 0.4905
H 3.5103 -3.3577 -1.7167 0.3394 -0.5858 0.9066
H -0.0195 0.5612 6.7098 -0.0392 0.0251 -0.1228

***

HOMO energy for the records above, in order: -7.981; -8.724 eV